Formula: C18H14F5IN2OTi
Source: the OMol25 dataset
Level of theory: ωB97M-V with the def2-TZVPD basis set

The geometry in XYZ format:
```
42
Properties=species:S:1:pos:R:3:nbo_charge:R:1
N -1.1761 0.8328 -1.2646 -0.446
C 1.9470 -3.0013 -1.8496 -0.212
F 1.9600 -1.0285 2.4126 -0.305
H 2.8729 -1.3818 -0.7165 0.213
C -0.2615 -2.4940 -2.6386 -0.183
F -2.6952 0.8080 4.6918 -0.257
H 2.8327 0.5678 0.6909 0.340
C -2.1737 1.7037 -1.0741 0.086
F 1.1527 -1.9843 4.8587 -0.258
H 0.7400 -4.3566 -3.0335 0.266
C -0.1863 -1.2426 -2.0137 0.206
O 0.3469 0.7408 1.0699 -0.641
H 3.8654 1.6780 -0.2497 0.349
N 0.9729 -0.8723 -1.3826 -0.469
C 0.7956 -0.5990 2.9751 0.292
H 1.2749 2.6214 1.0357 0.335
C 0.0077 0.3366 2.2797 0.190
F -1.8463 1.8270 2.2824 -0.290
C -3.6455 0.2878 -2.3349 -0.113
H 2.8013 -3.6675 -1.7448 0.268
C -1.5609 0.3514 4.1243 0.293
H -1.1761 -2.7501 -3.1682 0.249
C -0.7966 -0.6235 4.7701 0.324
C 2.0043 -1.7398 -1.2737 0.083
H 1.5221 3.1829 -0.7478 0.344
C -2.5960 -0.6031 -2.5186 -0.174
C 2.8566 1.2628 -0.1563 -0.685
H -1.9212 2.6055 -0.5124 0.227
C -1.3394 -0.3248 -1.9491 0.163
C 1.9456 2.6984 0.1700 -0.724
C -3.4393 1.4558 -1.5984 -0.197
H 2.7250 0.8264 -1.1953 0.330
H -4.6213 0.0703 -2.7654 0.263
F -1.2094 -1.1207 5.9522 -0.249
C -1.1465 0.8455 2.9034 0.304
C 0.8065 -3.3817 -2.5566 -0.087
Ti 0.9932 1.1763 -0.5978 1.038
H -2.7104 -1.5247 -3.0816 0.241
C 0.3968 -1.0801 4.2051 0.291
I 1.1526 2.3461 -3.0229 -0.022
H 2.7622 3.3720 0.4541 0.352
H -4.2328 2.1792 -1.4296 0.265
```

As for the max |F|: 10.4 eV/A. The frontier orbital gap (spin up / spin down) is 5.987 / 5.986 eV. As for the HOMO energy (spin up / spin down): -14.9 / -14.9 eV. The charge is +2. The electronic energy is -2524.93523 Eh. The value obtained for the energy above the lowest of the compared OMol25 structures with the same formula, charge and spin is 201.5 kJ/mol. Its spin multiplicity is 1. The value obtained for the LUMO energy (spin up / spin down) is -8.9 / -8.9 eV.